Formula: C29H71GaN7O11P2
Source: OMol25
Level of theory: ωB97M-V/def2-TZVPD

## Properties
HOMO   -3.68 eV
Calculated total energy   -135138.454 eV
Net charge   -1

Last column: Löwdin charge in e.
Atoms and positions in Å:
C -2.256607 -3.352873 0.577487  -0.080
C -2.353119 -3.102185 -0.929754  -0.398
C -3.778932 -2.607628 -1.252136  -0.088
C -2.015023 -4.328869 -1.789391  -0.327
C -2.885486 -5.541935 -1.437772  -0.067
C -0.504833 -4.674236 -1.845816  -0.312
O 0.236954 -4.339772 -0.708825  -0.339
Ga 1.227682 -2.776315 -0.802394  0.207
P 3.203202 -3.032948 -2.078643  0.648
C 4.558212 -2.194592 -1.126658  -0.429
C 2.895424 -1.691736 -3.319513  -0.440
P 1.615897 -2.190577 1.501141  0.367
O 0.909141 -3.073156 2.463938  -0.388
O 1.159047 -0.650366 1.742917  -0.238
O 3.182396 -2.061023 1.935390  -0.225
H -1.396865 -3.960274 0.845082  0.065
H -2.162686 -2.402809 1.108119  0.075
H -3.161389 -3.834897 0.952603  0.064
H -1.692708 -2.275037 -1.188663  0.083
H -3.877467 -1.559598 -0.966209  0.069
H -4.536816 -3.202993 -0.746572  0.065
H -3.962954 -2.650669 -2.328724  0.068
H -2.294050 -4.053394 -2.814229  0.118
H -2.493480 -6.454432 -1.874275  0.052
H -3.892941 -5.392859 -1.830353  0.069
H -2.981124 -5.688325 -0.362013  0.074
H -0.439471 -5.762391 -1.975839  0.105
H -0.070030 -4.243146 -2.760547  0.095
H 0.444438 -1.528791 -1.431711  -0.036
H 4.259109 -1.199524 -0.790680  0.021
H 4.839613 -2.790498 -0.263106  -0.001
H 5.415513 -2.083149 -1.790221  0.008
H 3.829535 -1.281524 -3.698702  0.019
H 2.268145 -2.049732 -4.132188  0.018
H 2.346832 -0.887492 -2.833169  -0.028
H 0.485497 -0.700177 2.431192  0.052
H 3.534543 -2.947871 2.027060  0.048
C -5.240683 -7.742164 -5.477470  -0.012
C -3.918369 -7.349272 -4.861301  -0.540
O -3.575937 -7.725447 -3.754553  0.033
N -3.103792 -6.537564 -5.590846  0.012
C -3.333132 -5.990444 -6.910579  -0.083
H -5.759781 -8.379449 -4.769473  0.067
H -5.853245 -6.859824 -5.671568  0.086
H -5.101333 -8.292538 -6.405950  0.062
H -2.243509 -6.303380 -5.118876  0.141
H -2.554921 -6.315688 -7.604000  0.080
H -3.329832 -4.898950 -6.880952  0.082
H -4.292590 -6.322651 -7.293251  0.069
C 3.088731 3.436809 -4.404425  -0.019
C 2.208457 2.447715 -3.669364  -0.546
O 2.108271 1.285039 -4.014332  0.031
N 1.524668 2.902358 -2.583022  0.028
C 1.514098 4.231480 -2.007693  -0.095
H 3.559062 2.915147 -5.231974  0.076
H 2.500540 4.268524 -4.794713  0.077
H 3.863620 3.833291 -3.747173  0.078
H 0.963142 2.191242 -2.138214  0.141
H 1.863950 4.206199 -0.974467  0.056
H 0.504020 4.643747 -2.008588  0.079
H 2.159753 4.893462 -2.577094  0.069
C 1.345954 2.525716 1.459583  0.009
C 0.534252 3.790913 1.354689  -0.517
O 0.262279 4.326158 0.288021  -0.012
N 0.101784 4.336846 2.526103  0.018
C 0.342910 3.840176 3.866187  -0.080
H 1.607819 2.192077 0.460840  0.081
H 2.259822 2.707085 2.028792  0.079
H 0.781400 1.734620 1.942995  0.066
H -0.439307 5.178312 2.411308  0.133
H -0.600115 3.620002 4.371908  0.083
H 0.883216 4.589509 4.447277  0.062
H 0.945891 2.940904 3.829932  0.070
C -7.109835 -11.305121 -5.568335  -0.001
C -6.782696 -11.146594 -7.035175  -0.540
O -6.029817 -10.281030 -7.445384  0.034
N -7.364350 -12.023147 -7.900779  0.003
C -8.274848 -13.109437 -7.602422  -0.083
H -6.569327 -10.546761 -5.012789  0.068
H -8.178909 -11.181315 -5.391893  0.086
H -6.805237 -12.287703 -5.206798  0.086
H -7.105465 -11.868214 -8.862076  0.137
H -7.854212 -14.064316 -7.923031  0.081
H -9.228177 -12.965666 -8.114455  0.081
H -8.463513 -13.159853 -6.535735  0.069
C 4.398684 5.691711 1.857374  -0.003
C 3.728433 5.326945 3.161248  -0.552
O 3.715904 4.178033 3.580064  0.012
N 3.130899 6.322386 3.858790  0.019
C 3.028683 7.733789 3.520766  -0.069
H 4.821564 4.787501 1.430835  0.084
H 3.676273 6.111359 1.156185  0.083
H 5.195520 6.418286 2.020008  0.083
H 2.715485 6.011510 4.724405  0.124
H 3.493557 8.345825 4.286049  0.056
H 1.976238 8.014688 3.433372  0.085
H 3.519206 7.939652 2.576386  0.075
C 1.181803 3.115678 9.154034  -0.016
C 1.943106 3.625963 7.949481  -0.560
O 2.097699 4.822972 7.750472  0.010
N 2.442541 2.702233 7.095297  0.017
C 2.343283 1.256156 7.167521  -0.066
H 0.848908 3.972745 9.730760  0.077
H 0.312362 2.533545 8.847297  0.082
H 1.817693 2.489936 9.781004  0.081
H 2.936250 3.104254 6.309574  0.132
H 3.336265 0.807539 7.211693  0.085
H 1.834334 0.862032 6.287321  0.085
H 1.788643 0.957279 8.050405  0.069
C 2.655728 11.168682 5.922510  -0.005
C 3.569556 11.490195 4.761213  -0.541
O 4.106855 10.616796 4.101397  0.029
N 3.773845 12.803134 4.472292  0.005
C 3.223550 13.965884 5.139133  -0.080
H 2.596234 10.089764 6.023099  0.077
H 3.043636 11.587703 6.851401  0.085
H 1.653793 11.563266 5.750572  0.085
H 4.390757 12.950148 3.689152  0.138
H 2.634363 14.565810 4.443494  0.082
H 4.021497 14.592158 5.541751  0.082
H 2.580948 13.661433 5.957935  0.069

Atoms 1-2, force components in eV/Å:
C 0.1057 0.1241 0.0906
C -0.6647 -0.0171 0.0944

***

Formula: C29H73NO16
Source: OMol25
Level of theory: ωB97M-V/def2-TZVPD

## Properties
HOMO   -9.48 eV
Calculated total energy   -65495.347 eV
Structure (SMILES)   C[N+](=O)[O-].COCCOC.COCCOC.COCCOC.COCCOC.COCCOC.COCCOC.COCCOC

Last column: Löwdin charge in e.
Atoms and positions in Å:
C -1.307370 5.012995 -1.238583  0.050
N -0.755009 4.455715 -2.493699  -0.442
O -1.496116 3.755733 -3.154915  0.065
O 0.368632 4.777767 -2.827803  0.063
H -2.247734 5.479639 -1.521367  0.105
H -0.622402 5.748222 -0.834087  0.098
H -1.507731 4.203381 -0.543505  0.078
C 2.746773 0.322095 -3.204053  -0.104
O 2.026925 1.074177 -4.144080  -0.187
C 2.737036 2.215917 -4.603404  -0.195
C 1.767286 3.111917 -5.325385  -0.222
O 1.472526 2.575085 -6.596450  -0.178
C 0.616866 3.431021 -7.332788  -0.107
H 3.738053 0.037684 -3.576229  0.101
H 2.193756 -0.590569 -2.982499  0.071
H 2.825452 0.897024 -2.270865  0.072
H 3.571445 1.836761 -5.207374  0.132
H 3.191236 2.742002 -3.750818  0.119
H 2.166439 4.131803 -5.406611  0.129
H 0.861267 3.147252 -4.712698  0.102
H 1.170692 4.330568 -7.607225  0.087
H -0.326719 3.625882 -6.811340  0.089
H 0.309924 2.861831 -8.212442  0.086
C 3.163457 -3.075307 4.389405  -0.093
O 2.432717 -2.680779 3.239220  -0.193
C 1.249154 -1.984243 3.559551  -0.217
C 0.348508 -1.971514 2.348079  -0.204
O 0.194346 -3.308160 1.914908  -0.174
C -0.618691 -3.396490 0.771090  -0.096
H 2.710183 -4.002083 4.755098  0.092
H 3.144027 -2.301268 5.164693  0.085
H 4.204517 -3.227023 4.113541  0.087
H 1.511984 -0.947280 3.818059  0.123
H 0.753587 -2.425143 4.432042  0.119
H 0.733011 -1.373521 1.514098  0.103
H -0.631797 -1.552384 2.617442  0.122
H -1.638451 -3.078873 1.021609  0.089
H -0.599312 -4.417653 0.402801  0.089
H -0.275019 -2.718647 -0.020673  0.069
C 1.566422 2.947718 6.376024  -0.093
O 0.569316 3.751008 6.983552  -0.180
C -0.766632 3.371397 6.811956  -0.205
C -1.109608 1.944710 7.220760  -0.195
O -0.657078 1.049553 6.212204  -0.235
C -0.929645 -0.291731 6.516770  -0.110
H 1.322354 2.671658 5.346779  0.084
H 1.716439 2.056691 6.991378  0.087
H 2.475934 3.545185 6.372565  0.088
H -1.061574 3.475833 5.762554  0.120
H -1.333780 4.013400 7.482517  0.128
H -2.201889 1.861045 7.253228  0.129
H -0.621535 1.702711 8.171799  0.135
H -0.810972 -0.909248 5.625209  0.069
H -1.961123 -0.467239 6.846771  0.093
H -0.234486 -0.651575 7.283128  0.094
C -0.618647 -6.489733 -7.863730  -0.113
O -0.599956 -5.624041 -6.753069  -0.173
C 0.644314 -5.004136 -6.588901  -0.231
C 0.625200 -4.115313 -5.370304  -0.226
O 0.593554 -4.861235 -4.179238  -0.178
C 0.577339 -4.026107 -3.032567  -0.102
H -1.590600 -6.981049 -7.862966  0.087
H 0.150053 -7.264030 -7.769925  0.088
H -0.507466 -5.941107 -8.804618  0.088
H 0.885645 -4.350803 -7.437672  0.128
H 1.447161 -5.745354 -6.498522  0.130
H -0.277504 -3.485598 -5.433036  0.133
H 1.487914 -3.433994 -5.361776  0.127
H 1.446326 -3.350416 -3.078537  0.073
H 0.689399 -4.715805 -2.204634  0.092
H -0.283836 -3.351685 -3.083423  0.079
C 3.281087 3.335686 0.124574  -0.102
O 3.034567 2.097053 0.747399  -0.209
C 3.965491 1.094326 0.401321  -0.194
C 3.223147 -0.226848 0.550268  -0.213
O 3.967268 -1.262181 -0.036373  -0.174
C 3.141085 -2.355791 -0.415054  -0.075
H 4.265863 3.730160 0.404836  0.091
H 2.541369 4.049555 0.481963  0.086
H 3.255075 3.254379 -0.966646  0.078
H 4.855214 1.175510 1.029516  0.132
H 4.267015 1.122606 -0.652056  0.114
H 2.291743 -0.079556 -0.010519  0.105
H 3.028394 -0.460704 1.602672  0.127
H 2.322351 -2.016853 -1.061649  0.064
H 2.629524 -2.641593 0.515879  0.080
H 3.712298 -3.185619 -0.809257  0.094
C -5.754032 -1.998389 2.830522  -0.122
O -6.248862 -0.846481 2.203675  -0.164
C -5.653296 -0.669063 0.934884  -0.232
C -6.012609 0.701875 0.424200  -0.198
O -5.608086 1.785907 1.247420  -0.158
C -4.224931 1.800163 1.445684  -0.130
H -5.957121 -2.888432 2.216131  0.088
H -6.219569 -2.142529 3.801388  0.087
H -4.663971 -2.001320 2.961756  0.083
H -6.063459 -1.422709 0.247791  0.132
H -4.565517 -0.799340 0.964557  0.114
H -7.095182 0.766784 0.298430  0.129
H -5.618200 0.887066 -0.584430  0.126
H -3.635068 1.852795 0.515912  0.087
H -3.856072 0.929962 1.990897  0.072
H -3.906097 2.698245 1.978017  0.092
C -1.160011 1.270411 3.223656  -0.114
O -1.224578 1.027038 1.836524  -0.185
C -0.248028 1.751947 1.147879  -0.211
C -0.267282 1.411248 -0.324284  -0.205
O -0.246595 0.014860 -0.507910  -0.195
C -0.613556 -0.381529 -1.804372  -0.095
H -1.834837 0.586556 3.735043  0.086
H -1.408148 2.301434 3.494341  0.088
H -0.160149 1.044523 3.610628  0.078
H 0.768144 1.592911 1.527240  0.115
H -0.428638 2.835044 1.238032  0.124
H 0.611485 1.851376 -0.821922  0.124
H -1.146110 1.843497 -0.829386  0.112
H -1.705616 -0.459848 -1.857221  0.098
H -0.188345 -1.343599 -2.093369  0.057
H -0.261641 0.315217 -2.575610  0.089

Atoms 1-2, force components in eV/Å:
C -0.3024 0.3091 0.1133
N 0.0510 0.0825 -0.5744

***

Number 1: gap between HOMO and LUMO 5.2 eV. Number 2: gap between HOMO and LUMO 9.4 eV.